Density functional theory data (ωB97M-V/def2-TZVPD) for the ion C4H9O2 with charge +1.

Summary:
LUMO = -4.76 eV
HOMO-LUMO gap = 0.4402 hartree
charge = +1
E_tot = -307.95455 a.u.
highest occupied orbital energy = -16.74 eV

CARTESIAN COORDINATES (ANGSTROEM)
H -1.20 -1.45 -1.11
H -1.57 1.02 -1.13
C 0.89 0.02 0.02
O 0.20 1.22 -0.01
H -1.47 2.52 -0.21
C 2.44 0.23 0.08
C -1.28 1.40 -0.16
H -1.92 0.93 0.62
H 2.65 0.27 1.11
C -0.86 -1.55 -0.01
H -1.73 -1.06 0.60
O 0.42 -1.15 0.16
H -0.77 -2.67 0.22
H 2.95 -0.53 -0.46
H 2.72 1.18 -0.29

Need the natural (NBO) charges? In units of e they are: 0.22 0.21 0.92 -0.45 0.25 -0.67 -0.28 0.22 0.27 -0.32 0.23 -0.40 0.25 0.26 0.27